No. 1
The following is a quantum chemistry calculation of a 2-piece molecular cluster, C9H14 overall at a distorted geometry, from OMol25.

```
23
Properties=species:S:1:pos:R:3:forces:R:3
C -1.409 2.638 0.246 -1.556 -0.231 -2.777
C -1.529 2.207 -1.275 -4.077 1.399 -0.126
H -1.880 1.828 0.788 -0.942 0.484 0.499
H -0.391 2.464 0.545 0.675 1.455 0.222
H -1.965 3.635 0.145 1.383 -1.283 1.785
H -0.622 1.850 -1.605 1.821 -1.067 -1.175
H -1.881 3.092 -1.981 1.065 -1.673 1.515
H -2.404 1.460 -1.398 1.673 0.861 0.067
C 0.797 -1.236 2.504 1.461 2.211 0.418
C 0.954 -1.469 -1.781 -1.211 1.196 -0.202
C 1.395 -0.312 -1.023 1.515 0.346 0.517
C 0.224 -2.405 -1.130 0.290 -2.216 1.026
C 1.406 -0.230 0.361 -0.808 0.252 -0.446
C -0.034 -2.120 0.259 -1.369 -3.105 -2.248
C 0.644 -1.170 1.022 0.233 0.382 1.447
H 0.944 -1.407 -2.866 0.627 -0.246 0.098
H 1.962 0.434 -1.542 0.032 0.360 -0.459
H -0.018 -3.470 -1.562 -0.083 2.598 0.725
H 1.866 0.520 1.019 0.125 -0.054 -1.020
H -0.804 -2.810 0.632 0.409 0.593 0.651
H 0.625 -0.185 2.985 0.753 -1.526 -1.074
H 1.940 -1.475 2.513 -1.904 0.268 0.929
H 0.180 -1.839 3.143 -0.112 -1.006 -0.370
```
Forces are in eV/Å.

The charge is +1. The spin multiplicity is 2. The value obtained for the largest force on an atom is 4.312 eV Å⁻¹. The calculation puts the total energy at -350.924351 Ha. Its highest occupied orbital energy (spin up / spin down) is -0.5184 / -0.5184 Eh. The orbital gap (spin up / spin down) is 0.353 / 0.214 Eh.



No. 2
The following is a quantum chemistry calculation of a 2-piece molecular cluster, C9H14 overall at a distorted geometry, from OMol25.

```
23
Properties=species:S:1:pos:R:3:forces:R:3
C -3.274 -0.936 -1.397 2.264 -1.984 0.332
C -0.196 0.541 0.456 -1.650 0.036 2.347
C 0.793 0.455 -0.510 -0.455 -0.354 3.406
C -1.532 0.054 0.206 1.982 1.035 -0.026
C -1.894 -0.395 -1.108 0.210 -2.278 0.679
C 0.426 -0.214 -1.704 5.164 0.181 -0.826
C -0.811 -0.641 -1.916 -2.026 0.347 -4.036
H 0.088 0.838 1.553 -0.794 -0.484 -2.421
H 1.781 0.604 0.002 -0.614 0.158 -1.859
H -2.270 -0.103 0.955 -0.252 0.277 0.913
H 1.357 -0.436 -2.370 -2.293 0.347 0.624
H -3.779 -0.086 -1.186 -2.943 2.444 0.685
H -3.547 -1.752 -0.646 0.362 1.099 -0.866
H -1.069 -0.855 -2.963 0.295 -0.853 0.490
H -3.470 -1.267 -2.422 0.377 0.076 0.309
C 2.361 1.181 2.723 2.666 -1.126 -1.475
C 3.160 -0.027 2.017 2.243 2.024 1.655
H 1.767 1.675 1.970 0.560 1.372 -0.034
H 1.636 0.570 3.170 -1.023 0.057 2.058
H 3.163 1.735 3.352 -2.335 -0.520 -0.999
H 2.898 -0.826 2.625 -0.752 -2.090 0.506
H 2.980 -0.266 0.965 0.588 0.203 0.349
H 4.262 0.059 2.394 -1.576 0.036 -1.811
```
Forces are in eV/Å.

The charge is +1. The spin multiplicity is 2. The value obtained for the largest force on an atom is 5.233 eV Å⁻¹. The calculation puts the total energy at -350.905099 Ha. Its highest occupied orbital energy (spin up / spin down) is -0.5347 / -0.5347 Eh. The orbital gap (spin up / spin down) is 0.366 / 0.225 Eh.



No. 3
The following is a quantum chemistry calculation of C9H14Br2O in the gas phase at a distorted geometry, from OMol25.

```
26
Properties=species:S:1:pos:R:3:forces:R:3
C -0.887 3.002 -0.579 1.983 -0.652 -1.948
C -0.072 1.750 -0.989 -1.734 0.038 1.028
C 0.069 1.613 -2.435 -2.834 -1.097 -1.406
C 0.241 0.866 -0.059 0.529 -0.781 0.013
C 0.865 -0.481 -0.189 -1.687 -1.530 0.677
Br 2.654 -0.405 -0.758 0.572 -0.376 -0.167
C 0.277 -1.847 0.781 -0.388 1.069 0.139
C -0.779 -1.437 1.818 -0.733 -2.262 -0.560
C 1.184 -2.974 1.296 2.912 4.738 -2.282
C -0.012 -1.623 -0.633 -0.728 0.718 -2.029
O 0.473 -2.338 -1.695 -0.069 -0.481 0.293
Br -2.012 -1.067 -1.103 0.943 -0.536 0.193
H -1.924 2.955 -0.845 -0.597 -0.455 -0.508
H -0.866 3.116 0.478 0.485 0.837 0.778
H -0.418 3.755 -1.278 -0.619 0.182 1.550
H 0.940 2.054 -2.762 2.347 0.618 -0.873
H -0.087 0.568 -2.882 0.444 1.477 0.839
H -0.716 2.301 -2.857 0.474 -0.937 -0.039
H -0.045 1.105 0.912 -0.329 0.513 1.733
H -1.175 -0.483 1.597 -0.564 0.918 -0.129
H -0.482 -1.472 2.870 0.500 -0.017 -0.319
H -1.630 -2.202 1.711 1.026 1.136 0.165
H 0.712 -3.718 1.796 -1.639 -2.041 1.574
H 1.714 -2.221 1.969 0.331 -2.020 -0.147
H 1.881 -3.378 0.505 -0.703 0.532 0.936
H -0.060 -3.122 -1.920 0.080 0.408 0.490
```
Forces are in eV/Å.

As for the SMILES: CC(C)=C[C@@]1(Br)C(C)(C)[C@@]1(O)Br. The spin multiplicity is 1. The value obtained for the largest force on an atom is 6.011 eV Å⁻¹. The calculation puts the total energy at -5574.485221 Ha. Its highest occupied orbital energy is -0.3233 Eh. The orbital gap is 0.342 Eh.



No. 4
The following is a quantum chemistry calculation of C9H14Cl2Si in the gas phase at a distorted geometry, from OMol25.

```
26
Properties=species:S:1:pos:R:3:forces:R:3
C 1.346 -1.854 0.231 -2.069 -3.331 2.251
C -0.104 -1.463 0.730 1.261 -1.073 -1.333
C -0.447 -2.274 2.003 0.982 1.274 -1.642
C -1.020 -1.842 -0.456 2.534 -2.518 -0.630
Si -0.219 0.415 0.825 0.487 -0.735 -2.611
Cl -2.109 0.808 1.341 -1.272 0.328 0.278
Cl 0.899 1.354 2.186 0.730 0.222 0.931
C 0.229 1.151 -1.053 -1.447 -0.800 0.511
C 1.288 2.106 -0.729 1.067 0.037 -0.492
C 0.825 3.362 -0.850 -0.886 -0.102 -0.126
C -0.579 3.282 -1.293 -0.384 1.770 0.171
C -0.945 2.011 -1.479 0.926 -0.628 0.200
H 1.652 -1.195 -0.475 1.469 1.912 -2.114
H 1.910 -1.886 1.143 1.047 0.418 0.105
H 1.430 -2.943 -0.181 -0.547 1.841 0.537
H -0.975 -1.601 2.599 -0.902 0.546 1.743
H 0.419 -2.703 2.463 0.536 0.140 0.516
H -1.061 -3.063 1.718 -1.283 -1.464 -0.350
H -2.029 -1.615 -0.355 -2.014 -0.300 0.605
H -0.749 -1.318 -1.347 0.477 0.553 -0.631
H -0.724 -2.963 -0.758 -1.347 2.162 0.872
H 0.475 0.382 -1.821 -0.012 0.235 0.902
H 2.274 1.712 -0.470 -0.231 0.629 0.037
H 1.290 4.317 -0.682 0.397 -0.048 0.188
H -1.225 4.195 -1.381 0.681 -1.077 -0.165
H -1.852 1.623 -1.910 -0.200 0.008 0.248
```
Forces are in eV/Å.

As for the SMILES: CC(C)(C)[Si](Cl)(Cl)C1C=CC=C1. The spin multiplicity is 1. The value obtained for the largest force on an atom is 4.521 eV Å⁻¹. The calculation puts the total energy at -1561.254245 Ha. Its highest occupied orbital energy is -0.3141 Eh. The orbital gap is 0.340 Eh.



No. 5
The following is a quantum chemistry calculation of C9H14Cl3CuO4 as an isolated structure at a distorted geometry, from OMol25.

```
31
Properties=species:S:1:pos:R:3:forces:R:3
Cu 0.821 -1.813 -0.321 -1.196 1.554 -0.052
Cl -0.397 0.264 -0.268 0.870 -1.435 -0.043
O 0.192 -2.363 1.607 0.963 0.129 -1.975
C -0.750 -1.998 2.303 -0.505 0.388 0.157
O -1.803 -2.769 2.421 0.401 -0.423 0.459
C -2.604 -2.322 3.540 -0.893 0.709 0.783
C -2.318 -0.831 3.605 0.533 0.275 0.095
C -0.847 -0.762 3.172 -0.347 -0.988 -1.121
H -2.361 -2.796 4.493 0.535 -0.473 -0.398
H -3.643 -2.558 3.333 0.049 -0.028 -0.247
H -2.421 -0.333 4.565 -0.458 -0.308 0.116
H -2.969 -0.358 2.870 0.250 0.364 0.023
H -0.068 -0.971 3.911 -0.261 0.543 0.453
H -0.627 0.121 2.581 0.375 0.026 0.133
O 1.455 -1.647 -2.313 -0.141 -0.636 1.690
C 1.883 -0.798 -3.093 -0.493 0.301 -0.385
O 3.006 -0.994 -3.724 0.558 -0.210 0.517
C 3.469 0.203 -4.403 -0.349 0.669 -0.007
C 2.355 1.231 -4.161 -0.912 0.820 -1.036
C 1.178 0.445 -3.582 0.987 -0.727 0.921
H 3.707 -0.057 -5.429 -0.296 -0.058 -0.070
H 4.375 0.574 -3.930 0.141 -0.499 0.130
H 1.979 1.749 -5.045 0.465 -0.232 -0.308
H 2.706 2.052 -3.540 -0.095 -0.285 0.448
H 0.479 0.026 -4.310 -0.062 0.411 -0.187
H 0.631 0.911 -2.769 -0.094 0.093 -0.086
C -1.462 3.052 1.616 0.308 0.234 -0.750
Cl -1.227 2.868 3.345 0.025 -0.190 0.176
Cl -2.173 4.623 1.215 -0.146 -0.208 -0.003
H -0.508 3.016 1.099 0.160 0.039 0.306
H -2.057 2.239 1.211 -0.372 0.144 0.263
```
Forces are in eV/Å.

The charge is +1. The spin multiplicity is 2. The value obtained for the largest force on an atom is 2.201 eV Å⁻¹. The calculation puts the total energy at -3673.116046 Ha. Its highest occupied orbital energy (spin up / spin down) is -0.4820 / -0.4820 Eh. The orbital gap (spin up / spin down) is 0.337 / 0.214 Eh.



No. 6
The following is a quantum chemistry calculation of C9H14F12NaO9P2 as an isolated structure at a distorted geometry, from OMol25.

```
47
Properties=species:S:1:pos:R:3:forces:R:3
Na -20.128 4.976 16.797 -0.391 -0.445 0.151
P -24.912 4.266 13.929 -2.207 -2.538 -0.549
F -24.720 5.577 14.800 -0.171 0.803 0.465
F -26.541 4.501 13.739 0.640 0.456 -0.136
F -24.703 5.117 12.576 0.852 -0.454 0.092
F -25.006 2.822 13.143 -0.118 0.747 -1.695
F -23.380 3.876 14.201 1.496 0.905 -0.526
F -25.297 3.366 15.173 -0.283 0.234 2.377
P -21.798 1.483 20.040 0.171 -1.467 0.456
F -23.122 0.574 20.018 -0.011 0.084 0.835
F -20.925 0.213 20.728 -0.500 1.064 -0.514
F -21.418 0.925 18.600 0.298 -1.017 -1.249
F -20.471 2.384 19.894 0.689 0.777 0.946
F -22.640 2.648 19.283 -0.080 0.644 1.050
F -22.046 2.012 21.591 -0.273 0.136 -1.655
C -11.627 6.397 18.412 0.382 -1.654 -0.951
C -11.663 4.907 18.017 0.328 -0.850 -0.415
O -13.052 4.558 18.085 -0.790 0.890 -0.446
C -13.785 5.682 17.906 -2.785 1.361 0.042
O -15.010 5.776 17.681 4.984 -0.505 0.830
O -12.935 6.805 18.082 -1.952 -1.009 0.099
H -10.985 6.972 17.745 0.362 -0.066 0.530
H -11.342 6.395 19.464 -0.416 0.938 0.103
H -11.141 4.173 18.631 0.020 0.502 0.484
H -11.300 4.681 17.014 -0.187 0.402 -0.287
C -17.579 -1.770 15.380 1.101 -1.398 0.035
C -16.822 -1.036 16.492 -0.551 -0.541 0.649
O -16.970 0.300 16.113 -0.458 1.825 -0.896
C -17.584 0.409 14.902 -1.887 3.861 -1.282
O -17.992 1.486 14.375 2.198 -4.413 2.267
O -17.779 -0.812 14.384 -0.134 1.399 -0.636
H -18.555 -2.192 15.618 0.231 -0.052 0.414
H -16.899 -2.508 14.955 -0.419 -0.417 0.014
H -15.759 -1.250 16.609 0.015 -0.239 -0.456
H -17.270 -1.189 17.474 -0.160 0.101 -0.039
C -19.500 7.390 22.701 -0.949 -0.413 0.201
O -19.959 8.707 22.237 0.580 -1.146 -0.135
C -20.283 8.845 20.929 1.080 0.411 0.369
O -20.295 7.995 20.075 -0.225 0.494 0.542
O -20.454 10.184 20.776 -0.396 -0.107 -1.087
C -20.753 10.689 19.451 -0.947 -0.033 -0.402
H -20.359 6.729 22.810 -0.098 0.002 -0.470
H -19.114 7.425 23.720 0.054 0.992 -0.130
H -18.740 6.877 22.111 -0.169 0.573 -0.536
H -21.567 11.414 19.468 0.042 0.142 0.890
H -21.180 9.951 18.771 0.579 -0.523 0.234
H -19.935 11.221 18.965 0.454 -0.459 0.418
```
Forces are in eV/Å.

The charge is -1. The spin multiplicity is 1. The value obtained for the largest force on an atom is 5.426 eV Å⁻¹. The calculation puts the total energy at -3072.401562 Ha. Its highest occupied orbital energy is -0.2919 Eh. The orbital gap is 0.298 Eh.



Question: Number 1 is which compound?
Answer: C9H14



Question: Among the records above, which one has the lowest largest force on an atom?
Answer: C9H14Cl3CuO4